1.
Molecular formula: C53H54BrCsGe2N3O4Sb
Method: DFT, ωB97M-V with the def2-TZVPD basis set

```
! wB97M-V def2-TZVPD RIJCOSX def2/J DEFGRID3
* xyz 0 1
Cs -0.81 0.60 -0.84
O -2.97 -0.51 -0.50
C -3.89 -0.89 -1.21
C -3.95 -0.90 -2.64
C -5.12 -1.31 -3.27
C -5.23 -1.31 -4.65
C -4.15 -0.88 -5.44
C -2.99 -0.48 -4.86
C -2.80 -0.48 -3.43
O -1.71 -0.15 -2.93
N -6.43 -1.73 -5.27
O -7.35 -2.13 -4.57
O -6.50 -1.68 -6.49
H -4.81 -1.27 -0.73
H -5.96 -1.63 -2.67
H -4.27 -0.88 -6.51
H -2.15 -0.15 -5.45
Br 5.32 -2.52 3.00
C 4.38 -1.41 1.77
C 5.04 -0.35 1.18
C 4.35 0.48 0.32
C 3.00 0.26 0.04
C 2.37 -0.84 0.64
C 3.05 -1.67 1.50
N 2.21 1.12 -0.69
C 2.67 1.95 -1.54
C 1.82 2.96 -2.16
C 2.39 4.13 -2.67
C 1.56 5.08 -3.24
C 0.20 4.82 -3.32
C -0.27 3.62 -2.78
N 0.51 2.73 -2.20
H 6.08 -0.17 1.39
H 4.85 1.34 -0.10
H 1.32 -1.03 0.42
H 2.54 -2.51 1.96
H 3.72 1.98 -1.84
H 3.45 4.30 -2.61
H 1.97 6.00 -3.62
H -0.47 5.53 -3.78
H -1.32 3.37 -2.84
C 0.88 5.18 2.01
C 0.21 4.19 1.06
Ge -1.36 3.26 1.94
C -3.05 3.93 1.04
C -3.17 5.44 1.14
C -1.47 3.69 3.89
C -1.31 2.56 4.59
Ge -0.75 1.18 3.22
C -1.29 -0.78 3.24
C -2.79 -1.01 3.21
C 1.26 1.29 3.24
C 1.94 0.79 4.51
C -1.31 2.41 6.04
C -1.66 3.45 6.90
C -1.56 3.31 8.27
C -1.13 2.11 8.81
C -0.82 1.05 7.98
C -0.92 1.20 6.61
H 1.74 5.66 1.55
H 1.21 4.66 2.91
H 0.17 5.95 2.31
H 0.94 3.44 0.76
H -0.12 4.70 0.15
H -3.91 3.46 1.52
H -3.05 3.62 -0.01
H -3.23 5.76 2.18
H -4.07 5.79 0.63
H -2.32 5.93 0.68
H -1.62 4.65 4.35
H -0.86 -1.22 4.14
H -0.82 -1.26 2.38
H -3.27 -0.50 4.05
H -3.01 -2.07 3.29
H -3.22 -0.64 2.28
H 1.51 2.34 3.09
H 1.65 0.75 2.38
H 1.60 1.35 5.38
H 3.02 0.91 4.43
H 1.73 -0.26 4.67
H -1.99 4.39 6.49
H -1.82 4.13 8.91
H -1.04 2.00 9.89
H -0.50 0.11 8.40
H -0.68 0.37 5.95
C 0.84 -5.40 -6.31
C 1.10 -4.05 -6.48
C 0.94 -3.18 -5.42
C 0.53 -3.64 -4.18
C 0.24 -4.99 -4.03
C 0.40 -5.87 -5.09
Sb 0.46 -2.20 -2.54
C 0.04 -3.68 -1.01
C 0.77 -4.85 -0.84
C 0.42 -5.77 0.13
C -0.69 -5.54 0.93
C -1.44 -4.39 0.75
C -1.07 -3.46 -0.20
C 2.63 -2.27 -2.43
C 3.33 -1.63 -3.44
C 4.71 -1.62 -3.46
C 5.42 -2.23 -2.44
C 4.74 -2.85 -1.42
C 3.35 -2.87 -1.41
H 0.99 -6.09 -7.13
H 1.42 -3.68 -7.44
H 1.12 -2.12 -5.57
H -0.13 -5.36 -3.08
H 0.18 -6.92 -4.95
H 1.62 -5.06 -1.48
H 1.01 -6.67 0.26
H -0.98 -6.27 1.67
H -2.33 -4.23 1.35
H -1.66 -2.57 -0.34
H 2.78 -1.13 -4.23
H 5.24 -1.14 -4.28
H 6.50 -2.20 -2.45
H 5.29 -3.35 -0.63
H 2.82 -3.37 -0.61
*
```

***

2.
Molecular formula: C6H12N2O2
Method: DFT, ωB97M-V with the def2-TZVPD basis set

The SMILES is NCC[C@H](C(=O)O)[C@H]1CN1.

```
! wB97M-V def2-TZVPD RIJCOSX def2/J DEFGRID3
* xyz 0 1
O -2.41 0.48 -0.29
C -1.33 0.98 -0.10
N -0.36 0.33 2.64
C 0.56 -0.48 1.85
C 1.04 0.27 0.61
C 0.00 0.38 -0.53
C -0.23 -0.94 -1.23
C -0.41 -0.99 -2.70
N 0.82 -1.49 -2.09
H -0.71 -0.18 3.44
H 1.45 -0.80 2.41
H 0.03 -1.39 1.54
H 1.38 1.27 0.90
H 1.92 -0.24 0.20
H 0.41 1.09 -1.27
H -0.74 -1.70 -0.63
H -1.06 -1.75 -3.14
H -0.37 -0.05 -3.24
H 1.58 -0.82 -2.21
H 0.07 1.21 2.97
O -1.28 2.24 0.42
H -0.38 2.59 0.45
*
```

***

3.
Molecular formula: C5H9NO
Method: DFT, ωB97M-V with the def2-TZVPD basis set

The SMILES is [H]/N=C\C.C#CCO.

```
! wB97M-V def2-TZVPD RIJCOSX def2/J DEFGRID3
* xyz 0 1
C 1.88 1.06 -0.60
O 1.69 1.73 0.59
C 1.36 -0.36 -0.61
C 1.30 -1.56 -0.54
H 0.69 1.58 0.92
H 1.37 1.57 -1.44
H 2.95 1.01 -0.81
H 1.17 -2.60 -0.43
C -1.94 -1.00 0.14
C -1.22 0.30 0.11
N -0.78 0.96 1.11
H -0.80 0.45 1.99
H -1.27 0.85 -0.82
H -2.99 -0.84 -0.12
H -1.88 -1.48 1.12
H -1.52 -1.66 -0.61
*
```

***

4.
Molecular formula: C2H8N3S
Method: DFT, ωB97M-V with the def2-TZVPD basis set

The SMILES is NN[C@H]1S[C@@H]1[NH3+].

```
! wB97M-V def2-TZVPD RIJCOSX def2/J DEFGRID3
* xyz 1 1
C -0.24 -0.20 0.65
C 0.71 -0.19 -0.43
N -2.14 0.19 -0.74
N -1.56 0.07 0.56
N 2.08 0.44 -0.06
S 0.69 -1.94 0.03
H 0.18 -0.10 1.59
H 0.32 0.04 -1.46
H -2.74 -0.69 -0.67
H -2.78 0.93 -0.79
H -2.06 -0.39 1.35
H 2.64 0.45 -0.93
H 2.59 -0.09 0.66
H 2.32 1.48 0.23
*
```

***

no.,highest occupied orbital energy (Eh),LUMO level (eV)
1,-0.284,-0.92
2,-0.349,0.50
3,-0.351,0.95
4,-0.477,-3.75